(1)
10
Properties=species:S:1:pos:R:3 method="wB97M-V/def2-TZVPD" relative_energy_kj_mol=377.1 gap_ev=9.6 multiplicity=1 homo_ev=-9.86 e_lumo_ev=-0.30 charge=0 total_energy_ha=-355.496273
N 1.671 0.124 0.903
C 0.970 0.175 -0.130
N 1.014 1.106 -1.266
N -0.227 1.127 -1.383
O -1.042 -0.802 1.787
C -1.419 -0.571 0.666
C -0.454 -0.162 -0.456
H 2.533 0.655 0.771
H -2.468 -0.767 0.372
H -0.577 -0.885 -1.266


(2)
24
Properties=species:S:1:pos:R:3 method="wB97M-V/def2-TZVPD" relative_energy_kj_mol=112.0 gap_ev=9.8 multiplicity=1 homo_ev=-8.97 e_lumo_ev=0.80 smiles=Cc1ccccc1.CCO charge=0 total_energy_ha=-426.530120
C 0.801 2.844 -1.946
C -0.960 -0.107 -0.323
C -2.272 0.336 -0.207
C 0.071 0.704 -0.817
C -0.240 1.981 -1.307
C -2.423 1.732 -0.274
C -1.444 2.527 -0.845
H -0.760 -1.092 0.013
H -3.084 -0.305 0.079
H 1.061 0.334 -0.966
H -3.290 2.265 0.040
H 0.437 3.741 -2.526
H 1.478 2.300 -2.626
H -1.668 3.581 -0.905
H 1.378 3.203 -1.119
C 0.797 -2.343 1.207
C 1.428 -3.630 1.715
O 1.282 -1.313 2.088
H 1.095 -2.031 0.196
H -0.300 -2.335 1.342
H 1.376 -4.507 1.113
H 1.736 -0.669 1.543
H 0.987 -3.818 2.694
H 2.517 -3.397 1.830


(3)
130
Properties=species:S:1:pos:R:3 method="wB97M-V/def2-TZVPD" relative_energy_kj_mol=0.0 gap_ev=9.7 multiplicity=1 homo_ev=-9.26 e_lumo_ev=0.48 smiles=COC[C@H](C)N.COC[C@H](C)N.COCCNCCOC.CC(C)O.CC(C)O.CC(C)O.CC(C)O.CC(C)O.CC(C)O charge=0 total_energy_ha=-2186.786212
C 0.045 2.742 -1.705
C -0.367 2.465 -3.163
C -0.090 0.992 -3.510
O -1.751 2.786 -3.283
H -0.183 3.788 -1.475
H 1.102 2.574 -1.530
H -0.558 2.130 -1.030
H 0.183 3.105 -3.853
H -0.055 0.882 -4.596
H -0.824 0.326 -3.063
H 0.910 0.726 -3.150
H -2.234 2.376 -2.557
C -4.825 -4.958 2.833
C -3.649 -5.428 2.026
C -2.368 -4.655 2.378
O -3.495 -6.833 2.214
H -4.689 -5.207 3.888
H -5.738 -5.470 2.517
H -4.990 -3.890 2.702
H -3.835 -5.219 0.956
H -2.471 -3.585 2.182
H -1.482 -5.004 1.846
H -2.221 -4.755 3.461
H -2.791 -7.137 1.632
C -2.992 -2.809 -0.765
C -3.033 -3.238 -2.223
C -3.619 -2.151 -3.102
O -1.709 -3.539 -2.635
H -2.424 -1.894 -0.571
H -2.592 -3.627 -0.168
H -4.001 -2.572 -0.402
H -3.608 -4.159 -2.317
H -4.686 -2.000 -2.902
H -3.560 -2.430 -4.158
H -3.094 -1.200 -2.992
H -1.141 -2.798 -2.335
C 4.665 -3.931 4.602
C 3.159 -4.090 4.833
C 2.371 -2.945 4.282
O 2.654 -5.278 4.266
H 5.167 -4.849 4.915
H 5.032 -3.129 5.248
H 4.915 -3.676 3.574
H 3.041 -4.059 5.927
H 2.626 -2.006 4.788
H 1.307 -3.063 4.511
H 2.475 -2.736 3.217
H 3.021 -6.034 4.734
C 0.394 -2.451 0.867
C 0.474 -1.380 -0.240
C 1.749 -0.554 -0.117
O 0.294 -1.967 -1.525
H -0.633 -2.816 0.916
H 0.623 -2.008 1.839
H 1.051 -3.305 0.688
H -0.405 -0.760 -0.014
H 2.586 -1.013 -0.645
H 1.979 -0.416 0.938
H 1.614 0.433 -0.574
H 1.071 -2.553 -1.773
C 5.513 2.752 -1.906
C 4.920 4.068 -1.418
C 4.577 4.104 0.061
O 5.783 5.177 -1.764
H 4.824 1.922 -1.744
H 6.461 2.565 -1.395
H 5.743 2.846 -2.968
H 3.974 4.213 -1.953
H 3.868 4.895 0.300
H 5.468 4.341 0.658
H 4.237 3.134 0.416
H 5.483 5.572 -2.585
C 1.155 -5.618 -2.513
C 2.179 -4.687 -3.156
C 1.703 -4.021 -4.412
O 1.485 -5.013 -5.377
C 0.963 -4.489 -6.593
N 2.487 -3.585 -2.181
H 1.642 -6.103 -1.666
H 0.872 -6.398 -3.218
H 0.276 -5.035 -2.240
H 3.141 -5.180 -3.340
H 2.455 -3.310 -4.792
H 0.775 -3.471 -4.182
H 1.494 -3.580 -6.911
H -0.105 -4.246 -6.493
H 1.077 -5.240 -7.372
H 2.990 -3.966 -1.382
H 3.151 -2.936 -2.605
C 1.643 1.816 4.593
C 1.779 1.795 3.065
C 0.414 1.718 2.434
O -0.209 0.583 3.034
C -1.513 0.302 2.616
N 2.582 2.948 2.567
H 0.980 2.623 4.923
H 2.621 1.999 5.043
H 1.255 0.868 4.963
H 2.371 0.905 2.820
H 0.458 1.612 1.337
H -0.158 2.630 2.684
H -1.459 -0.114 1.600
H -2.183 1.171 2.592
H -1.917 -0.438 3.300
H 3.118 3.373 3.320
H 1.919 3.702 2.359
C -2.512 10.403 1.066
O -2.527 9.379 0.118
C -2.487 8.108 0.727
C -2.832 7.059 -0.295
N -2.736 5.730 0.296
C -3.039 4.684 -0.660
C -2.867 3.302 -0.032
O -3.364 2.344 -0.952
C -3.246 1.013 -0.458
H -2.596 11.361 0.554
H -1.589 10.416 1.661
H -3.377 10.333 1.742
H -3.216 8.050 1.555
H -1.482 7.932 1.138
H -2.150 7.139 -1.148
H -3.832 7.282 -0.710
H -3.425 5.683 1.045
H -2.392 4.803 -1.531
H -4.071 4.728 -1.053
H -3.436 3.265 0.908
H -1.807 3.124 0.181
H -3.822 0.400 -1.156
H -3.675 0.868 0.539
H -2.212 0.641 -0.466


(4)
153
Properties=species:S:1:pos:R:3 method="wB97M-V/def2-TZVPD" gap_ev=6.1 multiplicity=1 homo_ev=-8.39 e_lumo_ev=-2.34 charge=0 total_energy_ha=-5820.187443
Rb -5.227 2.907 -4.431
As -0.522 0.721 -1.808
F -1.905 0.802 -2.849
F 0.462 1.515 -3.114
F 0.802 0.704 -0.608
F -1.614 -0.114 -0.648
F -0.075 -0.918 -2.414
F -0.906 2.374 -1.257
C 4.845 3.215 -8.533
C 4.507 1.783 -8.088
C 2.946 1.497 -7.920
O 2.278 1.338 -9.209
C 0.862 1.061 -9.041
N 5.043 0.809 -9.029
H 5.876 3.254 -8.885
H 4.708 3.912 -7.707
H 4.145 3.683 -9.225
H 4.870 1.482 -7.106
H 2.513 2.233 -7.241
H 2.782 0.552 -7.402
H 0.814 0.126 -8.484
H 0.313 0.784 -9.941
H 0.358 1.868 -8.509
H 4.899 1.176 -9.960
H 4.397 0.033 -9.042
C -4.006 5.331 2.793
O -4.863 6.411 3.286
C -5.124 6.246 4.667
C -5.789 7.563 5.103
N -7.135 7.723 4.441
C -7.646 9.047 4.676
C -8.959 9.528 3.961
O -8.900 9.648 2.530
C -10.054 9.227 1.922
H -4.231 5.233 1.731
H -4.064 4.334 3.231
H -2.922 5.442 2.776
H -4.261 6.056 5.304
H -5.704 5.340 4.845
H -5.197 8.438 4.832
H -5.902 7.532 6.187
H -6.883 7.460 3.499
H -7.009 9.897 4.431
H -7.831 9.116 5.748
H -9.235 10.504 4.359
H -9.718 8.790 4.219
H -10.939 9.768 2.255
H -10.258 8.179 2.142
H -10.047 9.173 0.833
C -5.200 -2.123 4.758
O -5.151 -0.914 4.141
C -6.317 -0.521 3.366
C -6.265 -1.250 1.985
N -6.807 -2.709 1.932
C -8.003 -3.150 2.481
C -7.844 -4.714 2.433
O -6.534 -5.320 2.785
C -6.313 -6.573 2.172
H -5.830 -2.009 5.640
H -4.220 -2.493 5.060
H -5.489 -2.974 4.142
H -6.303 0.557 3.204
H -7.249 -0.815 3.849
H -5.311 -1.177 1.463
H -7.042 -0.719 1.435
H -6.176 -3.381 2.344
H -8.896 -2.932 1.895
H -8.143 -2.714 3.470
H -8.088 -4.913 1.389
H -8.642 -5.071 3.084
H -5.334 -7.002 2.388
H -6.278 -6.482 1.087
H -6.802 -7.460 2.573
C 6.334 2.307 -2.538
O 7.574 2.902 -2.321
C 7.396 4.311 -2.523
C 8.854 4.930 -2.784
N 10.011 4.316 -2.181
C 10.134 4.860 -0.832
C 11.553 4.443 -0.356
O 11.724 3.075 -0.288
C 12.896 2.739 0.568
H 5.666 2.471 -1.693
H 6.444 1.251 -2.787
H 5.765 2.610 -3.417
H 7.092 4.808 -1.602
H 6.679 4.450 -3.333
H 8.992 5.976 -2.511
H 9.090 4.921 -3.848
H 10.880 4.697 -2.527
H 9.459 4.427 -0.093
H 10.102 5.947 -0.895
H 11.728 4.905 0.615
H 12.302 4.909 -0.996
H 13.794 2.814 -0.045
H 12.755 1.736 0.971
H 12.951 3.367 1.458
C 2.794 -9.734 8.587
O 2.533 -9.615 7.190
C 1.185 -9.561 6.807
C 1.142 -9.529 5.246
N 1.658 -8.250 4.722
C 1.628 -8.248 3.249
C 0.308 -7.737 2.676
O 0.157 -6.356 2.949
C -0.940 -5.901 2.143
H 2.620 -10.799 8.743
H 2.244 -9.071 9.254
H 3.878 -9.635 8.631
H 0.730 -8.710 7.316
H 0.628 -10.421 7.177
H 0.113 -9.659 4.911
H 1.774 -10.268 4.752
H 2.520 -7.990 5.180
H 1.853 -9.239 2.855
H 2.331 -7.583 2.746
H -0.425 -8.424 3.100
H 0.334 -7.938 1.605
H -1.064 -4.822 2.047
H -1.837 -6.396 2.516
H -0.801 -6.237 1.116
C 6.029 -2.781 0.798
O 6.591 -2.013 0.013
N 4.800 -3.096 0.787
N 6.625 -3.542 1.694
H 4.167 -2.643 0.144
H 4.367 -3.385 1.653
H 7.615 -3.408 1.840
H 6.037 -4.018 2.363
C -4.178 -3.357 -2.586
O -4.940 -4.226 -2.857
N -3.094 -3.103 -3.297
N -4.506 -2.550 -1.723
H -2.415 -2.441 -2.950
H -2.688 -3.709 -3.996
H -3.774 -1.886 -1.519
H -5.187 -2.717 -0.996
C 0.895 -5.574 -5.687
O -0.065 -5.135 -6.259
N 1.777 -6.469 -6.167
N 1.412 -5.103 -4.569
H 1.633 -6.736 -7.130
H 2.635 -6.725 -5.700
H 2.134 -5.619 -4.088
H 1.084 -4.184 -4.306
C -0.600 7.577 -3.250
O -0.536 8.482 -4.016
N -1.381 7.506 -2.222
N 0.167 6.555 -3.319
H -1.531 6.558 -1.909
H -1.902 8.352 -2.041
H 0.959 6.672 -3.934
H 0.074 5.745 -2.723


(5)
105
Properties=species:S:1:pos:R:3 method="wB97M-V/def2-TZVPD" relative_energy_kj_mol=0.0 gap_ev=6.2 multiplicity=1 homo_ev=-4.63 e_lumo_ev=1.58 charge=-1 total_energy_ha=-3137.227827
C -0.661 -1.714 -0.522
C -1.437 -1.280 -1.367
C -2.498 -0.828 -2.428
C -3.494 -2.087 -2.475
C -2.823 -3.366 -3.172
F -4.753 -1.730 -3.087
O -2.056 -0.752 -3.772
B -2.487 0.442 -4.531
C -1.072 1.287 -4.748
C 0.172 0.351 -5.097
C 1.165 0.091 -3.887
C 1.786 1.415 -3.267
S 2.197 1.197 -1.464
O 1.008 1.110 -0.610
O 2.990 -0.035 -1.300
Cl 3.313 2.912 -0.970
O -3.495 1.025 -3.595
C -3.250 0.590 -2.245
C -2.437 1.836 -1.633
O -2.854 3.022 -2.342
O -1.908 4.010 -2.269
H 0.234 -2.279 -0.090
H -3.716 -2.411 -1.387
H -1.708 -3.209 -3.332
H -2.911 -4.291 -2.509
H -3.297 -3.579 -4.183
H -3.155 0.279 -5.525
H -0.867 2.022 -3.902
H -1.238 1.941 -5.675
H -0.144 -0.655 -5.509
H 0.790 0.857 -5.916
H 2.040 -0.508 -4.307
H 0.697 -0.502 -3.037
H 2.785 1.659 -3.759
H 1.132 2.330 -3.342
H -4.166 0.519 -1.579
H -1.320 1.647 -1.665
H -2.700 2.010 -0.534
H -1.007 3.651 -2.413
C 6.453 4.988 0.785
O 6.063 5.144 -0.570
H 7.319 5.623 0.977
H 5.633 5.289 1.442
H 6.722 3.945 0.974
H 5.298 4.574 -0.714
C 10.037 7.664 1.402
O 9.643 7.820 0.043
H 10.902 8.298 1.593
H 9.216 7.964 2.059
H 10.304 6.625 1.591
H 8.878 7.250 -0.102
C 11.983 4.995 3.543
O 10.993 6.004 3.692
H 12.722 5.334 2.818
H 12.475 4.813 4.502
H 11.520 4.072 3.182
H 10.352 5.682 4.336
C 1.709 -3.888 2.256
O 1.501 -3.967 0.852
H 1.810 -2.841 2.538
H 0.855 -4.322 2.780
H 2.625 -4.425 2.523
H 1.415 -4.901 0.628
C -0.252 -4.232 6.207
O -0.633 -4.065 4.847
H 0.616 -3.604 6.410
H -1.076 -3.931 6.859
H 0.007 -5.279 6.390
H -1.400 -4.629 4.694
C -6.214 -2.507 0.324
O -4.873 -2.361 0.773
H -6.237 -2.384 -0.758
H -6.583 -3.503 0.583
H -6.845 -1.743 0.789
H -4.880 -2.475 1.731
C -4.885 -2.576 -6.745
O -4.596 -2.981 -5.416
H -4.331 -3.213 -7.435
H -5.957 -2.680 -6.940
H -4.579 -1.537 -6.888
H -5.095 -2.403 -4.824
C -1.603 -0.706 7.731
O -2.495 -1.794 7.526
H -1.033 -0.888 8.642
H -0.915 -0.627 6.885
H -2.168 0.222 7.839
H -2.986 -1.610 6.717
C 3.281 -6.958 4.758
O 1.864 -7.025 4.687
H 3.678 -7.972 4.792
H 3.673 -6.446 3.874
H 3.583 -6.422 5.662
H 1.537 -6.116 4.658
C -6.662 1.924 -3.770
O -8.088 1.861 -3.833
H -6.265 0.910 -3.760
H -6.277 2.453 -4.645
H -6.355 2.440 -2.858
H -8.412 2.768 -3.841
C -5.297 0.320 3.467
O -5.379 0.558 2.073
H -5.358 1.274 3.989
H -6.127 -0.319 3.785
H -4.344 -0.161 3.706
H -5.322 -0.301 1.633


(6)
57
Properties=species:S:1:pos:R:3 method="wB97M-V/def2-TZVPD" relative_energy_kj_mol=5.7 gap_ev="7.4 / 6.6" multiplicity=3 homo_ev="-7.91 / -9.20" e_lumo_ev="-0.54 / -2.57" charge=0 total_energy_ha=-2175.962800
Au -0.021 0.051 -0.159
O 4.713 4.362 -0.161
C 3.845 3.541 -0.147
C 2.334 3.813 -0.190
O 1.792 4.884 -0.140
C 1.671 2.475 -0.254
C 2.661 1.415 -0.137
O 2.369 0.211 -0.106
C 4.036 2.016 -0.089
O 5.080 1.423 -0.041
O 0.451 2.258 -0.370
C -1.786 -1.427 2.789
Si -2.320 0.167 1.944
C -1.218 1.499 2.670
C -4.094 0.513 2.453
C -2.190 0.062 0.069
Si -2.923 1.508 -0.883
C -2.843 3.134 0.036
C -2.057 1.767 -2.522
C -4.741 1.146 -1.212
Si -2.634 -1.599 -0.611
C -2.714 -1.729 -2.476
C -4.194 -2.363 0.084
C -1.164 -2.739 -0.182
C -1.206 -4.125 -0.082
C -0.044 -4.840 0.156
C 1.157 -4.159 0.282
C 1.151 -2.783 0.170
N 0.018 -2.110 -0.050
H -1.970 -1.337 3.862
H -0.717 -1.604 2.655
H -2.317 -2.314 2.441
H -1.411 1.581 3.744
H -1.379 2.478 2.222
H -0.162 1.246 2.550
H -4.186 0.477 3.541
H -4.787 -0.219 2.034
H -4.416 1.502 2.127
H -1.814 3.439 0.224
H -3.381 3.112 0.984
H -3.309 3.902 -0.587
H -0.991 1.954 -2.373
H -2.476 2.645 -3.021
H -2.166 0.918 -3.195
H -5.290 1.014 -0.279
H -4.887 0.249 -1.817
H -5.198 1.978 -1.752
H -3.508 -1.117 -2.905
H -2.908 -2.768 -2.752
H -1.770 -1.430 -2.936
H -5.050 -1.732 -0.165
H -4.166 -2.472 1.168
H -4.377 -3.346 -0.355
H -2.154 -4.637 -0.185
H -0.071 -5.919 0.240
H 2.087 -4.679 0.464
H 2.053 -2.191 0.256